1.
99
Properties=species:S:1:pos:R:3:forces:R:3:mulliken_charge:R:1 method="wB97M-V/def2-TZVPD" charge=-3 largest_force_ev_per_a=9.22 homo_energy_ev="2.1 / 2.0" energy_ev=-82792.0789 spin_multiplicity=2 homo_lumo_gap_ev="2.455 / 2.501"
O 13.914 4.297 4.718 -0.542 -0.656 -0.549 -0.65
V 15.129 4.722 5.608 1.695 -1.993 4.323 0.57
C 17.628 3.552 5.559 -4.546 -2.281 7.688 0.70
O 18.266 2.748 6.340 2.429 0.045 -3.205 -0.82
O 17.226 4.625 6.206 0.626 3.531 -1.454 -0.59
O 16.608 3.121 4.874 -0.447 -0.081 -3.585 -0.82
C 14.672 4.764 8.302 6.914 1.044 -2.447 1.01
O 15.536 5.070 9.193 -2.893 0.353 2.078 -0.68
O 14.188 5.661 7.488 -1.703 1.266 -0.839 -0.74
O 14.951 3.668 7.677 -1.639 -2.348 -1.845 -0.75
B 15.491 6.691 4.317 -0.445 1.336 -0.338 3.36
H 15.947 7.607 3.727 0.300 0.687 -0.308 -0.77
H 15.918 5.756 3.844 0.693 -1.915 -0.906 -0.63
H 15.822 6.761 5.400 0.747 0.155 1.922 -0.47
H 14.320 6.632 4.319 -0.811 0.349 -0.264 -0.09
C 18.738 7.590 6.804 0.121 -0.501 -0.891 -0.29
O 18.132 7.169 7.996 1.186 1.329 -0.241 0.01
C 18.510 7.903 9.152 -1.751 -1.907 0.843 -0.57
C 17.879 9.278 9.196 1.137 0.383 -0.616 -0.88
N 16.445 9.201 9.329 0.254 0.767 0.477 0.51
C 16.000 9.428 10.693 -0.600 -0.603 -0.184 -1.01
C 14.580 8.901 10.881 0.718 0.412 0.288 0.06
O 14.688 7.542 11.171 -0.035 -0.176 -0.317 -0.25
C 13.565 6.763 10.860 -0.901 -0.006 -0.490 -0.71
H 18.871 8.671 6.637 -0.324 0.160 0.474 0.28
H 18.117 7.212 5.989 0.011 -0.120 0.063 -0.23
H 19.738 7.158 6.652 0.015 -0.179 0.243 0.30
H 19.555 7.851 9.493 0.325 0.232 -0.770 0.26
H 17.970 7.243 9.848 0.131 0.527 0.610 0.28
H 18.208 9.777 8.274 -0.607 -0.017 -0.225 0.41
H 18.376 9.932 9.938 -0.161 -0.265 0.448 0.33
H 16.004 9.851 8.694 -0.202 -0.280 -0.157 -0.20
H 15.993 10.491 10.991 0.436 0.055 0.180 0.34
H 16.596 8.790 11.348 0.322 0.439 0.148 0.45
H 14.071 9.201 9.957 -0.530 -0.700 0.035 -0.18
H 14.109 9.408 11.740 -0.171 0.213 -0.073 0.39
H 13.824 5.718 10.703 0.539 0.111 0.213 0.20
H 13.114 7.064 9.908 0.161 0.090 -0.060 0.19
H 12.785 6.861 11.636 0.034 0.038 0.167 0.35
C 15.834 17.183 4.263 1.127 -0.641 -0.580 -0.71
O 16.421 16.157 3.466 -0.388 0.100 -0.237 -0.27
C 16.037 16.250 2.109 0.390 0.117 -0.336 -0.59
C 16.686 15.143 1.303 0.321 -0.566 1.513 -0.56
N 16.216 13.838 1.736 -0.649 0.327 -0.696 -0.36
C 17.013 12.770 1.158 -0.817 0.112 -0.186 -0.91
C 16.642 11.402 1.712 0.991 1.783 1.116 -0.23
O 17.330 11.318 2.966 -0.440 -0.697 -1.135 -0.49
C 17.225 10.009 3.525 1.441 0.247 0.964 -0.50
H 16.359 18.118 4.036 -0.097 0.184 0.253 0.26
H 16.062 16.832 5.266 -0.438 0.487 0.277 0.24
H 14.773 17.327 4.052 -0.118 -0.240 0.212 0.30
H 16.420 17.179 1.658 -0.290 0.280 0.242 0.39
H 14.943 16.218 2.067 -0.023 -0.003 -0.309 0.38
H 17.763 15.152 1.547 0.128 0.590 -0.402 0.31
H 16.559 15.334 0.236 -0.166 -0.235 -0.035 0.31
H 16.188 13.816 2.747 0.275 -0.209 0.019 0.30
H 18.086 12.977 1.279 0.084 -0.329 0.038 0.39
H 16.791 12.746 0.084 0.102 0.159 -0.034 0.37
H 16.988 10.707 0.945 -0.284 -0.737 0.489 0.30
H 15.584 11.397 1.978 -0.259 -0.426 -0.805 0.31
H 16.326 9.812 4.108 -0.253 0.208 -0.340 0.18
H 18.070 10.017 4.220 -0.222 -0.456 0.201 0.22
H 17.423 9.201 2.818 -0.282 0.121 -0.216 0.32
C 19.344 3.846 1.979 0.968 -0.457 0.326 -1.43
C 18.325 4.865 1.505 -0.496 -0.681 0.171 0.70
C 16.941 4.308 1.197 -0.536 0.093 0.148 -1.12
O 18.227 5.901 2.463 0.013 0.163 -0.590 -0.52
H 20.286 4.371 2.171 0.039 0.045 -0.266 0.30
H 19.547 3.034 1.269 -0.109 0.232 -0.299 0.39
H 19.171 3.331 2.928 -0.813 0.319 0.034 0.25
H 18.662 5.264 0.537 0.378 0.340 0.231 0.22
H 16.983 3.402 0.587 0.050 0.047 -0.066 0.39
H 16.364 5.080 0.680 0.044 -0.085 -0.214 0.19
H 16.341 4.090 2.086 0.391 -0.238 0.224 0.15
H 17.410 5.723 2.954 0.104 0.272 0.436 -0.41
C 13.426 9.505 4.920 0.657 -0.478 -0.070 -1.09
C 14.170 9.831 6.216 0.013 0.072 0.256 1.03
C 13.161 10.172 7.313 0.872 0.029 0.497 -1.51
O 15.037 8.809 6.670 -0.581 0.404 -0.252 -0.31
H 14.152 9.223 4.154 -0.111 0.098 -0.143 -0.22
H 12.808 10.328 4.554 0.082 0.136 0.110 0.46
H 12.805 8.616 5.047 -0.026 0.028 0.165 0.33
H 14.847 10.697 6.110 -0.525 0.406 -0.539 0.19
H 13.676 10.817 8.034 -0.368 0.327 -0.029 0.36
H 12.871 9.312 7.917 -0.150 -0.318 -0.512 0.14
H 12.299 10.657 6.855 -0.088 0.164 0.311 0.43
H 15.525 8.501 5.894 0.042 -0.583 0.219 -0.30
C 15.241 8.203 0.100 -0.028 0.775 -0.223 -1.23
C 14.344 8.587 1.264 -0.588 -1.099 0.713 2.37
C 13.007 9.171 0.835 -0.711 0.418 -0.359 -1.68
O 14.054 7.392 1.955 -0.484 -0.082 -0.026 -0.65
H 16.031 7.520 0.408 0.153 0.267 0.236 0.06
H 15.644 9.129 -0.331 0.220 -0.247 -0.310 0.29
H 14.657 7.669 -0.653 -0.088 0.101 -0.021 0.38
H 14.780 9.342 1.927 0.459 -0.233 -0.005 -0.81
H 12.509 8.576 0.062 0.284 -0.079 -0.131 0.37
H 13.071 10.208 0.482 0.226 -0.071 -0.186 0.34
H 12.279 9.194 1.648 0.360 -0.097 0.320 0.37
H 14.536 7.246 2.815 -0.269 0.345 -0.603 -0.09


2.
5
Properties=species:S:1:pos:R:3:forces:R:3:nbo_charge:R:1 method="wB97M-V/def2-TZVPD" largest_force_ev_per_a=2.42 homo_energy_ev="-8.9 / -8.9" energy_ev=-12855.3555 homo_lumo_gap_ev="8.411 / 8.412"
O 2.701 0.331 0.170 -0.205 -0.052 0.120 -0.29
N 1.911 -0.302 -0.484 1.880 -0.280 -1.504 -0.14
P 0.404 -0.648 0.257 -1.165 0.582 1.003 0.45
H 0.424 0.712 0.704 -0.877 -0.433 0.129 -0.01
H -0.411 -0.524 -0.909 0.367 0.183 0.252 -0.01


3.
68
Properties=species:S:1:pos:R:3:forces:R:3:nbo_charge:R:1 method="wB97M-V/def2-TZVPD" charge=+1 largest_force_ev_per_a=1.89 homo_energy_ev=-11.1 energy_ev=-61711.6008 homo_lumo_gap_ev=5.239
Cl 3.843 4.694 -3.321 -0.035 -0.075 -0.079 0.09
C 3.130 4.173 -1.858 -0.127 -0.078 0.732 0.02
C 2.155 4.974 -1.245 -0.051 -0.312 0.292 -0.23
C 1.626 4.580 -0.021 -0.033 -0.183 -0.001 -0.14
C 2.037 3.376 0.617 0.580 0.231 -0.247 -0.08
C 1.423 2.946 1.850 -1.366 -0.834 -1.001 0.05
C 1.299 1.607 2.220 0.658 0.293 0.281 -0.32
C 0.335 1.206 3.142 0.187 -0.124 -0.143 0.08
C 0.066 -0.147 3.505 -0.291 -0.421 -0.108 -0.17
C -0.981 -0.467 4.414 0.293 -0.060 -0.030 -0.09
C -1.120 -1.753 4.918 0.116 0.138 -0.097 -0.25
C -0.225 -2.755 4.506 0.166 0.634 -0.209 0.05
Cl -0.241 -4.286 5.265 -0.129 0.007 -0.081 0.10
C 0.721 -2.502 3.498 -0.043 0.492 -0.130 -0.25
C 0.844 -1.215 2.989 -0.023 -0.316 0.247 -0.09
C 3.044 2.602 -0.012 -0.284 0.423 -0.494 -0.14
C 3.574 2.990 -1.246 -0.222 -0.159 0.522 -0.23
H 1.833 5.900 -1.720 0.071 -0.272 0.121 0.25
H 0.871 5.207 0.457 0.201 -0.253 -0.196 0.23
H 0.762 3.643 2.370 0.262 -0.037 -0.183 0.22
H 1.946 0.864 1.745 -0.431 0.316 0.126 0.22
H -0.271 1.983 3.611 0.055 -0.123 -0.059 0.22
H -1.676 0.319 4.713 0.244 -0.209 0.100 0.23
H -1.889 -1.993 5.650 0.183 0.097 -0.204 0.25
H 1.379 -3.296 3.152 -0.215 0.124 0.061 0.25
H 1.566 -1.019 2.196 -0.142 -0.197 0.369 0.22
H 3.398 1.703 0.488 0.088 0.161 -0.277 0.22
H 4.333 2.384 -1.734 -0.108 0.167 0.114 0.25
C 3.836 7.954 6.427 0.159 0.337 -0.227 -0.41
N 3.673 6.545 6.169 0.590 -0.497 0.710 -0.45
C 2.906 5.984 5.083 -0.717 0.355 0.133 0.17
C 3.209 6.538 3.662 0.298 -0.330 0.744 -0.07
C 4.701 6.395 3.325 -0.024 0.092 -0.147 -0.62
C 2.670 7.952 3.495 0.023 0.326 -0.139 -0.61
C 2.412 5.644 2.755 -0.179 -0.185 -0.437 -0.60
N 3.192 4.571 5.195 0.258 -0.489 -0.637 -0.65
C 3.582 4.266 6.547 -0.216 -0.442 0.358 -0.13
C 4.600 3.135 6.629 0.164 -0.023 0.154 -0.43
C 4.036 1.792 6.222 0.188 0.161 -0.005 -0.01
C 3.355 1.025 7.171 -0.150 -0.085 -0.183 -0.20
C 2.842 -0.226 6.830 0.156 0.057 -0.043 -0.21
C 3.041 -0.725 5.540 -0.163 0.098 -0.035 -0.25
C 3.678 0.057 4.571 0.062 0.091 0.260 -0.17
C 4.196 1.308 4.916 -0.284 -0.119 0.144 -0.24
C 4.142 5.590 7.039 0.694 0.336 0.324 0.69
O 4.886 5.753 8.001 -1.073 -0.026 -1.045 -0.60
H 4.234 8.088 7.438 -0.158 -0.141 -0.179 0.25
H 4.548 8.404 5.722 -0.132 -0.045 0.205 0.20
H 2.875 8.472 6.320 0.166 -0.071 0.141 0.20
H 1.824 6.151 5.290 0.131 0.299 -0.196 0.14
H 5.052 5.373 3.534 -0.138 0.341 0.053 0.23
H 4.845 6.575 2.251 0.024 0.057 0.195 0.21
H 5.327 7.112 3.872 -0.172 -0.212 -0.073 0.22
H 1.653 8.007 3.913 0.254 0.140 -0.082 0.21
H 3.302 8.716 3.963 -0.247 -0.206 -0.112 0.22
H 2.600 8.192 2.425 0.042 0.015 0.230 0.21
H 1.345 5.663 3.017 0.057 0.063 -0.019 0.20
H 2.511 5.961 1.716 0.065 0.077 0.135 0.22
H 2.769 4.614 2.811 0.120 0.144 0.028 0.20
H 2.489 3.946 4.804 0.181 0.428 0.353 0.37
H 2.694 4.025 7.175 0.394 0.053 -0.004 0.19
H 5.461 3.392 5.995 -0.206 -0.006 0.166 0.22
H 4.944 3.098 7.669 0.050 -0.037 -0.179 0.24
H 3.246 1.419 8.187 -0.008 -0.190 -0.340 0.22
H 2.304 -0.815 7.577 0.257 0.115 -0.250 0.22
H 2.697 -1.729 5.293 0.034 0.284 0.038 0.21
H 3.788 -0.310 3.548 0.090 -0.024 0.297 0.19
H 4.742 1.908 4.182 -0.193 -0.167 0.239 0.22


4.
92
Properties=species:S:1:pos:R:3:forces:R:3:mulliken_charge:R:1 method="wB97M-V/def2-TZVPD" charge=-2 largest_force_ev_per_a=3.00 homo_energy_ev=0.6 energy_ev=-84039.3864 homo_lumo_gap_ev=3.771
Pd 0.360 0.116 0.049 0.320 -0.885 0.670 -0.13
C -5.869 -0.951 -1.038 0.355 -0.210 -0.169 -1.48
C -4.725 -1.984 -1.202 -0.205 -0.102 -0.302 0.94
C -5.254 -3.309 -0.615 0.180 0.267 -0.299 -1.76
O -3.572 -1.623 -0.564 0.046 -0.047 0.630 -0.32
P -1.780 -1.130 -1.185 -0.254 -0.004 -2.705 1.68
O -1.422 -1.255 0.258 0.530 0.130 1.116 -1.09
C -2.720 0.252 -2.073 0.327 0.096 0.667 -0.92
P -2.268 1.845 -1.327 -1.458 0.843 -0.909 0.07
O -1.196 2.135 -0.380 -0.262 0.299 0.359 -0.21
O -3.756 2.234 -0.721 0.531 -0.235 -0.517 -0.24
C -4.088 2.307 0.658 -0.319 0.235 0.550 0.45
C -3.691 1.062 1.434 -0.139 0.049 -0.302 0.34
C -3.487 3.564 1.279 -0.160 -0.169 -0.212 -1.32
O -2.218 2.923 -2.544 0.280 -0.240 0.263 -0.10
C -3.348 3.161 -3.358 -0.476 0.240 -0.437 1.10
C -3.930 4.535 -3.031 0.109 -0.405 0.108 -1.53
C -2.934 3.082 -4.826 -0.061 -0.171 0.425 -1.50
O -1.783 -2.493 -2.168 -0.180 0.562 0.192 -0.48
C -1.940 -3.766 -1.591 -0.113 -0.664 0.251 1.18
C -0.588 -4.352 -1.191 -0.201 0.304 -0.060 -1.38
C -2.651 -4.680 -2.594 0.095 0.367 0.293 -1.82
H -6.740 -1.280 -1.604 -0.194 0.019 -0.042 0.44
H -5.592 0.046 -1.373 0.038 0.107 -0.042 0.29
H -6.136 -0.883 0.014 -0.063 0.018 0.207 0.26
H -4.551 -2.120 -2.293 -0.121 -0.057 0.036 0.06
H -5.479 -3.142 0.435 -0.047 -0.003 0.195 0.42
H -4.498 -4.084 -0.680 0.028 -0.148 -0.016 0.34
H -6.154 -3.644 -1.128 -0.196 -0.101 -0.071 0.37
H -3.786 0.127 -1.969 0.045 0.083 0.033 -0.04
H -2.440 0.225 -3.123 0.165 0.081 0.038 0.71
H -5.190 2.399 0.645 0.274 -0.018 0.096 0.26
H -2.634 0.863 1.278 0.124 -0.106 0.132 -0.69
H -4.227 0.184 1.085 0.015 -0.107 -0.064 -0.51
H -3.889 1.209 2.496 0.023 0.023 0.107 0.65
H -2.406 3.473 1.254 0.178 0.095 0.065 0.05
H -3.832 3.678 2.303 0.000 0.025 0.166 0.51
H -3.775 4.444 0.706 -0.010 0.107 -0.047 0.32
H -4.114 2.401 -3.153 0.052 0.072 -0.101 0.13
H -3.167 5.299 -3.163 0.088 0.094 -0.034 0.33
H -4.258 4.537 -1.997 -0.063 0.092 0.143 0.23
H -4.776 4.752 -3.682 -0.083 0.048 -0.049 0.41
H -2.132 3.790 -5.026 0.076 0.052 -0.009 0.29
H -3.781 3.308 -5.472 -0.085 0.028 -0.068 0.43
H -2.580 2.079 -5.044 0.081 -0.102 -0.147 0.33
H -2.537 -3.656 -0.679 0.008 -0.062 -0.157 0.16
H 0.017 -4.566 -2.072 0.099 0.008 -0.056 0.29
H -0.729 -5.270 -0.620 -0.001 -0.103 0.047 0.44
H -0.074 -3.619 -0.575 0.154 -0.052 0.128 0.19
H -2.015 -4.851 -3.462 0.060 0.010 -0.077 0.46
H -3.578 -4.218 -2.922 -0.139 0.022 -0.069 0.33
H -2.881 -5.638 -2.130 -0.009 -0.134 0.023 0.35
N 2.319 1.510 -1.592 0.073 0.647 -0.589 -0.52
C 2.097 1.075 -0.224 -0.714 -0.715 -0.499 0.24
S 3.292 -0.094 0.343 0.910 -0.583 0.345 -0.52
N 1.890 2.297 0.508 0.110 0.996 -0.114 0.11
C 2.440 2.826 1.629 0.118 0.011 -0.349 0.59
C 3.067 2.069 2.635 -0.066 -0.213 0.238 -0.06
C 3.607 2.681 3.744 -0.063 0.194 0.018 -0.94
C 3.561 4.063 3.898 0.222 0.205 0.332 -0.48
C 2.936 4.824 2.920 -0.010 0.093 0.179 -0.53
C 2.372 4.222 1.817 -0.158 0.084 -0.012 -0.56
H 2.604 0.709 -2.146 -0.072 0.073 0.197 0.15
H 3.092 2.179 -1.612 0.184 -0.264 0.110 0.26
H 1.383 2.941 -0.092 0.032 -0.049 0.307 0.11
H 3.132 1.000 2.511 0.041 0.033 -0.072 0.18
H 4.068 2.072 4.516 0.030 -0.024 -0.048 0.33
H 4.006 4.539 4.764 -0.010 0.009 0.022 0.35
H 2.895 5.905 3.022 -0.043 -0.051 -0.015 0.33
H 1.871 4.830 1.071 0.023 -0.018 -0.093 0.33
N -2.446 2.456 5.514 0.809 -0.701 -0.574 -0.69
C -1.677 1.795 4.945 -1.976 1.784 1.393 -0.04
C -0.771 0.987 4.277 1.938 -1.794 -0.983 0.24
C -0.108 -0.075 4.950 -0.681 0.886 -0.379 -0.41
C 0.756 -0.866 4.233 0.166 -0.108 -0.130 -1.12
C 0.975 -0.605 2.883 -0.246 0.402 0.187 -0.40
N 0.376 0.424 2.254 0.584 -1.093 -0.014 0.36
C -0.464 1.185 2.913 -0.423 0.394 0.829 -0.31
H -0.292 -0.238 6.005 -0.022 -0.008 -0.052 0.48
H 1.280 -1.682 4.713 0.003 -0.022 -0.033 0.42
H 1.684 -1.181 2.294 -0.085 0.158 -0.134 0.50
H -0.911 2.009 2.365 0.002 -0.077 -0.051 0.89
C -0.122 0.676 -3.996 -0.029 0.013 0.018 -1.00
O -0.270 0.780 -2.609 -0.036 -0.170 -0.626 -0.01
C -0.111 -0.431 -1.852 0.015 -0.521 0.811 0.41
C 0.839 -1.459 -2.460 -0.249 0.083 -0.011 -1.55
H -0.670 -0.184 -4.412 -0.013 0.018 -0.064 0.39
H 0.934 0.579 -4.278 -0.059 -0.012 -0.023 0.26
H -0.508 1.599 -4.435 0.027 0.011 -0.003 0.11
H 1.701 -0.991 -2.940 0.100 0.016 0.176 0.49
H 0.358 -2.109 -3.203 0.051 -0.001 -0.087 0.24
H 1.215 -2.088 -1.650 0.068 0.063 -0.186 0.10


5.
12
Properties=species:S:1:pos:R:3:forces:R:3:nbo_charge:R:1 method="wB97M-V/def2-TZVPD" charge=+1 largest_force_ev_per_a=1.67 homo_energy_ev=-12.8 energy_ev=-17223.9418 homo_lumo_gap_ev=8.013
C -0.053 0.164 -0.825 -0.569 0.111 -0.500 0.09
C -1.916 0.677 -2.459 0.634 -0.354 1.508 -0.16
C -0.372 0.066 0.362 -0.712 0.182 -0.052 -0.53
N 1.590 -0.610 1.995 -0.126 -0.002 0.126 -0.95
Cl -1.746 1.035 -4.024 -0.147 0.159 -0.652 0.23
H 0.573 0.154 -1.675 0.311 -0.001 -0.429 0.24
H -2.968 0.701 -2.132 -0.009 0.081 -0.367 0.16
H 0.624 -0.268 1.142 0.772 -0.166 0.168 0.38
H -1.241 0.164 0.973 -0.404 0.048 0.085 0.29
H 1.333 -1.465 2.484 0.144 0.059 -0.003 0.42
H 1.720 0.136 2.673 0.088 -0.077 0.027 0.42
H 2.457 -0.755 1.486 0.019 -0.040 0.089 0.42